DFT (the ωB97M-V functional and the def2-TZVPD basis) results for a structure of composition C38H28CrO6P2S2.

Structure (XYZ):
```
77
Properties=species:S:1:pos:R:3:lowdin_charge:R:1
Cr 0.175 -0.298 1.083 0.297
O -0.176 1.259 -0.002 -0.007
C -0.973 0.361 -0.314 -0.290
C -2.040 0.529 -1.319 -0.204
C -3.327 0.722 -0.833 -0.016
C -4.387 0.862 -1.717 -0.077
C -4.154 0.799 -3.082 -0.084
C -2.867 0.601 -3.563 -0.079
C -1.784 0.464 -2.698 -0.309
P -0.088 0.006 -3.260 1.153
C -0.284 0.122 -5.084 -0.377
C -0.148 1.295 -5.822 -0.079
C -0.332 1.290 -7.198 -0.087
C -0.657 0.111 -7.855 -0.100
C -0.783 -1.067 -7.133 -0.092
C -0.586 -1.060 -5.759 -0.113
C 0.881 1.499 -2.864 -0.383
C 0.356 2.788 -2.837 -0.109
C 1.158 3.863 -2.488 -0.085
C 2.490 3.654 -2.157 -0.088
C 3.016 2.371 -2.169 -0.070
C 2.214 1.292 -2.514 -0.083
H -3.485 0.756 0.238 0.125
H -5.389 1.013 -1.337 0.101
H -4.976 0.899 -3.779 0.098
H -2.704 0.545 -4.632 0.097
H 0.111 2.218 -5.319 0.094
H -0.219 2.210 -7.758 0.099
H -0.801 0.109 -8.928 0.096
H -1.020 -1.994 -7.640 0.099
H -0.654 -1.986 -5.199 0.090
H -0.692 2.949 -3.064 0.109
H 0.739 4.861 -2.453 0.099
H 3.112 4.492 -1.866 0.097
H 4.045 2.201 -1.878 0.104
H 2.607 0.283 -2.461 0.091
O 2.953 -2.191 -1.396 0.016
C 2.125 -2.100 -0.492 -0.599
O 1.560 -1.014 -0.148 -0.159
C 1.717 -3.417 0.198 -0.100
C 2.625 -4.464 0.037 -0.023
C 2.378 -5.729 0.536 -0.078
C 1.177 -5.992 1.180 -0.085
C 0.258 -4.971 1.340 -0.098
C 0.525 -3.675 0.891 -0.264
P -0.780 -2.416 1.121 1.081
C -1.981 -2.982 -0.139 -0.301
C -1.664 -2.700 -1.464 -0.095
C -2.494 -3.114 -2.493 -0.072
C -3.650 -3.827 -2.207 -0.089
C -3.960 -4.135 -0.890 -0.086
C -3.127 -3.720 0.141 -0.081
C -1.602 -2.739 2.711 -0.360
C -0.952 -3.316 3.796 -0.109
C -1.573 -3.375 5.035 -0.075
C -2.842 -2.845 5.205 -0.085
C -3.486 -2.240 4.135 -0.074
C -2.864 -2.178 2.900 -0.112
H 3.530 -4.247 -0.512 0.113
H 3.111 -6.515 0.405 0.098
H 0.953 -6.984 1.551 0.099
H -0.687 -5.180 1.826 0.104
H -0.756 -2.152 -1.692 0.065
H -2.241 -2.869 -3.517 0.091
H -4.307 -4.144 -3.008 0.097
H -4.854 -4.700 -0.661 0.098
H -3.380 -3.966 1.164 0.098
H 0.057 -3.689 3.686 0.098
H -1.048 -3.810 5.875 0.103
H -3.316 -2.873 6.178 0.099
H -4.460 -1.788 4.269 0.102
H -3.353 -1.663 2.081 0.111
O 0.487 1.830 3.680 -0.384
S -0.131 0.524 3.703 0.149
O -0.689 0.107 4.965 -0.367
O -1.115 0.366 2.562 -0.499
S 1.311 -0.827 3.012 0.452
```

Its multiplicity is 2. The value obtained for the energy above the lowest of the compared OMol25 structures with the same formula, charge and spin is 9.6 kcal per mole. Its total charge is -1.